{"formula": "C73H166F24N9O2P4", "method": "ωB97M-V/def2-TZVPD", "species": ["C", "H", "H", "C", "N", "H", "H", "H", "H", "H", "H", "H", "H", "H", "H", "H", "H", "H", "H", "H", "C", "C", "C", "H", "H", "H", "H", "C", "O", "H", "H", "C", "H", "C", "H", "P", "H", "F", "H", "C", "H", "H", "H", "H", "H", "H", "H", "H", "C", "H", "N", "H", "H", "H", "H", "H", "H", "C", "N", "H", "H", "C", "H", "H", "P", "H", "C", "C", "H", "H", "H", "H", "H", "C", "C", "P", "C", "H", "H", "H", "F", "H", "H", "C", "H", "H", "H", "C", "F", "C", "C", "H", "H", "H", "H", "H", "H", "C", "C", "F", "C", "H", "C", "H", "F", "H", "C", "C", "C", "C", "C", "C", "C", "C", "H", "C", "P", "C", "H", "C", "H", "H", "H", "C", "F", "H", "H", "F", "C", "C", "H", "C", "H", "F", "H", "H", "H", "H", "H", "H", "F", "C", "F", "F", "H", "C", "C", "H", "H", "H", "C", "F", "H", "H", "H", "H", "F", "H", "H", "H", "F", "C", "H", "F", "H", "H", "H", "H", "H", "H", "H", "C", "H", "H", "H", "H", "H", "H", "H", "H", "N", "C", "H", "C", "H", "C", "F", "C", "N", "H", "H", "C", "H", "F", "H", "C", "N", "H", "H", "H", "C", "H", "C", "H", "H", "C", "C", "O", "H", "N", "H", "C", "H", "H", "H", "C", "H", "H", "H", "F", "H", "H", "H", "H", "H", "C", "H", "H", "H", "C", "C", "H", "H", "H", "H", "H", "C", "H", "H", "H", "C", "H", "F", "H", "H", "H", "H", "N", "H", "H", "N", "C", "C", "H", "H", "H", "F", "F", "C", "C", "H", "H", "C", "C", "H", "F", "H", "H", "H", "F", "C", "C", "F", "C", "H", "C", "H", "H"], "xyz": [[21.330, 18.606, 7.681], [19.773, 18.672, 18.656], [21.087, 27.944, 10.621], [14.339, 10.932, 16.920], [20.261, 25.957, 18.944], [27.839, 24.200, 21.662], [18.543, 28.191, 22.050], [20.578, 14.370, 8.465], [16.206, 10.178, 17.496], [19.718, 28.561, 16.888], [29.545, 24.473, 21.637], [16.374, 9.107, 15.419], [27.222, 14.580, 10.796], [11.041, 20.966, 16.687], [30.536, 26.318, 18.206], [21.516, 18.822, 13.563], [18.567, 17.621, 19.204], [13.946, 20.137, 14.426], [27.524, 13.064, 12.842], [32.082, 24.547, 19.156], [19.481, 17.756, 15.603], [28.540, 16.060, 11.346], [19.398, 24.177, 11.466], [11.055, 23.016, 11.913], [23.663, 17.800, 7.369], [22.266, 29.575, 14.216], [28.678, 16.340, 13.999], [13.041, 11.866, 15.042], [20.417, 17.181, 19.905], [20.335, 16.731, 21.899], [18.074, 16.591, 14.440], [20.928, 17.796, 15.990], [13.799, 13.864, 15.221], [22.994, 20.008, 9.791], [11.549, 14.848, 15.571], [17.870, 22.270, 15.327], [23.492, 20.370, 10.739], [26.016, 16.800, 12.887], [27.790, 23.445, 18.084], [28.201, 14.577, 11.314], [25.012, 19.565, 9.182], [21.069, 17.746, 17.057], [13.118, 11.893, 13.965], [20.113, 14.238, 21.277], [19.607, 15.873, 14.347], [19.091, 18.743, 15.331], [20.074, 28.770, 18.575], [20.943, 14.213, 10.186], [13.911, 20.846, 15.243], [31.864, 15.771, 12.181], [14.299, 11.094, 15.442], [24.019, 20.047, 7.865], [30.342, 22.701, 19.506], [20.335, 25.835, 10.585], [21.193, 17.917, 6.877], [27.105, 14.737, 13.202], [28.236, 22.063, 19.214], [14.162, 20.173, 16.599], [20.211, 14.756, 19.193], [18.605, 24.628, 18.743], [20.189, 20.148, 16.826], [21.503, 19.667, 14.299], [12.843, 22.456, 17.041], [14.590, 21.634, 14.993], [16.759, 15.003, 17.781], [10.562, 21.278, 11.890], [28.877, 22.368, 21.913], [12.514, 22.736, 16.077], [19.224, 14.422, 9.602], [12.176, 11.251, 15.398], [11.962, 20.455, 13.532], [20.415, 25.795, 13.171], [16.328, 11.071, 15.077], [23.290, 18.837, 17.447], [29.142, 14.316, 13.598], [24.409, 16.560, 12.529], [12.753, 19.612, 17.017], [19.234, 18.837, 20.352], [21.540, 30.063, 11.429], [24.290, 19.201, 17.839], [16.266, 16.511, 18.092], [20.207, 24.002, 18.134], [27.371, 25.550, 19.903], [19.985, 16.360, 20.952], [28.053, 20.631, 13.545], [19.718, 16.580, 8.671], [30.724, 14.608, 11.335], [22.175, 19.798, 18.030], [22.752, 16.335, 12.163], [19.955, 26.565, 20.268], [11.963, 21.480, 13.980], [21.653, 14.881, 20.712], [30.003, 13.651, 13.417], [23.234, 15.019, 16.300], [14.538, 20.935, 17.346], [18.762, 28.325, 11.055], [18.668, 26.717, 17.922], [19.708, 26.407, 12.542], [21.982, 29.289, 12.094], [19.183, 21.607, 14.644], [20.591, 13.312, 17.206], [19.954, 24.166, 19.802], [31.129, 24.812, 19.643], [22.052, 25.354, 17.943], [24.486, 24.222, 14.633], [18.821, 26.341, 13.135], [21.811, 25.872, 18.802], [21.452, 29.517, 13.528], [30.151, 23.731, 19.218], [29.003, 20.140, 13.168], [24.050, 19.421, 8.804], [28.746, 23.796, 21.312], [18.436, 26.453, 20.709], [20.573, 14.980, 20.617], [15.442, 11.964, 13.927], [20.480, 16.254, 9.371], [23.106, 24.048, 15.400], [21.779, 28.077, 17.531], [19.620, 13.443, 16.841], [30.948, 15.687, 11.510], [13.341, 10.652, 17.322], [28.001, 18.758, 11.843], [12.755, 18.571, 16.676], [11.656, 13.830, 15.199], [18.311, 15.658, 17.522], [23.346, 17.780, 17.756], [18.967, 17.375, 16.480], [23.893, 24.185, 16.863], [20.606, 13.363, 18.701], [20.271, 28.136, 17.722], [14.621, 9.851, 13.842], [18.234, 27.141, 22.044], [21.042, 19.073, 9.974], [22.281, 23.988, 14.013], [17.183, 27.042, 22.411], [17.873, 26.973, 19.917], [9.300, 22.600, 12.068], [24.256, 17.223, 8.949], [13.291, 9.187, 14.989], [28.675, 21.291, 23.755], [18.495, 21.924, 16.832], [15.515, 11.791, 14.989], [24.207, 15.923, 14.038], [24.702, 15.130, 11.883], [19.524, 29.635, 11.844], [14.314, 9.681, 14.893], [19.140, 16.866, 14.426], [26.802, 23.221, 19.527], [29.996, 23.771, 18.153], [31.074, 16.256, 10.622], [29.926, 17.907, 12.243], [23.328, 22.462, 15.420], [22.525, 20.837, 9.301], [12.672, 22.055, 13.371], [21.069, 27.468, 14.309], [20.344, 18.763, 8.132], [24.011, 18.004, 13.159], [13.220, 23.403, 15.621], [18.895, 16.379, 20.946], [14.939, 9.081, 17.952], [16.552, 22.985, 16.002], [23.158, 18.998, 15.994], [21.443, 16.969, 15.548], [18.641, 23.772, 15.425], [18.662, 26.096, 10.816], [20.529, 25.933, 20.957], [15.740, 12.722, 15.555], [28.748, 16.544, 10.404], [23.542, 18.172, 15.414], [22.344, 20.320, 14.034], [18.718, 23.945, 12.319], [29.569, 15.843, 13.663], [12.569, 19.685, 18.072], [14.859, 19.395, 16.529], [22.103, 29.087, 17.512], [15.074, 7.944, 15.979], [13.035, 13.219, 16.709], [22.891, 13.423, 15.643], [31.321, 24.822, 20.760], [19.929, 26.207, 16.931], [28.776, 24.020, 19.797], [23.654, 17.937, 8.440], [18.392, 28.682, 12.756], [15.257, 9.723, 17.153], [22.173, 25.289, 19.674], [27.802, 23.088, 19.105], [15.358, 14.409, 18.116], [22.675, 14.094, 16.480], [20.179, 27.806, 12.496], [19.358, 17.392, 13.493], [10.821, 13.147, 15.607], [19.445, 18.126, 19.525], [31.425, 26.912, 19.592], [17.099, 20.823, 15.428], [30.429, 16.063, 14.258], [15.365, 9.004, 15.828], [12.527, 21.387, 15.380], [22.557, 20.780, 18.327], [29.392, 20.800, 12.379], [9.796, 21.507, 14.275], [27.896, 14.085, 12.748], [10.442, 23.020, 14.362], [20.568, 28.267, 13.784], [22.654, 16.089, 9.526], [18.837, 26.610, 22.808], [12.978, 13.289, 15.608], [19.735, 26.754, 17.851], [21.320, 14.396, 16.702], [20.768, 15.438, 18.657], [29.765, 16.416, 12.231], [19.878, 12.658, 19.077], [22.472, 27.295, 18.619], [11.531, 23.196, 16.086], [20.337, 16.724, 10.371], [22.101, 16.143, 7.895], [19.528, 25.646, 11.224], [23.573, 19.891, 15.539], [21.102, 12.355, 16.965], [28.037, 22.976, 23.864], [17.308, 13.538, 17.375], [20.532, 20.185, 14.273], [29.678, 20.029, 14.015], [22.042, 27.624, 16.561], [20.339, 27.583, 20.378], [22.419, 18.186, 10.887], [11.765, 20.365, 16.194], [28.890, 14.182, 14.668], [22.016, 27.072, 11.994], [19.278, 14.868, 19.012], [10.350, 22.302, 12.326], [22.068, 18.816, 10.059], [28.882, 13.930, 10.763], [30.798, 18.080, 12.924], [28.338, 18.236, 13.578], [21.637, 21.027, 16.305], [29.828, 21.915, 21.578], [21.832, 16.514, 8.896], [21.702, 19.404, 18.950], [20.818, 30.423, 13.589], [23.029, 13.648, 17.420], [30.684, 26.216, 19.250], [28.047, 21.704, 21.540], [21.719, 23.812, 16.146], [11.471, 13.821, 14.130], [19.687, 28.573, 14.412], [18.096, 25.396, 20.695], [19.132, 23.502, 10.630], [21.705, 19.102, 15.691], [21.586, 13.069, 19.093], [28.818, 27.459, 19.600], [22.177, 17.951, 8.773], [19.703, 24.628, 18.846], [19.143, 28.667, 11.998], [29.859, 22.574, 23.914], [23.499, 27.122, 18.352], [23.056, 29.361, 12.070], [22.826, 25.712, 15.447], [16.401, 15.209, 16.199], [28.866, 22.358, 23.418], [28.324, 25.426, 19.428], [14.638, 11.868, 17.390], [27.698, 16.477, 11.859], [28.707, 18.736, 12.674], [21.267, 20.098, 16.710], [20.356, 23.855, 11.909], [24.728, 17.167, 11.044], [22.517, 27.837, 19.553], [30.158, 18.172, 11.190], [21.873, 19.526, 7.466], [17.262, 22.616, 13.889], [20.287, 14.698, 9.432], [21.394, 27.931, 11.657], [17.316, 14.722, 19.310], [29.259, 26.486, 19.880], [28.259, 25.454, 18.317], [10.596, 22.093, 13.813], [29.290, 26.471, 20.989], [11.180, 19.776, 15.503]], "mulliken_charge": [-0.9940, -0.3089, 0.4859, -0.4603, 0.7404, 0.4626, 0.3472, 0.4212, 0.1676, 0.3842, 0.2815, 0.3312, 0.4561, 0.4105, 0.3382, 0.0177, 0.2487, 0.3192, 0.4226, 0.3925, 1.3647, -0.2477, -1.2166, 0.3251, 0.6079, 0.3951, 0.2412, -1.0737, -0.3224, 0.4902, 0.3638, -0.0888, 0.1790, -0.5750, 0.3571, 1.5212, 0.1998, -0.6386, 0.5377, -1.1333, 0.4832, -0.4949, 0.4268, 0.3862, 0.2464, -0.4819, 0.4315, 0.2929, -0.9325, 0.3193, 0.0936, 0.3525, 0.5074, 0.3852, 0.3175, -0.2341, 0.4029, -0.8182, 0.7497, 0.3923, 0.2633, 0.1663, 0.5144, 0.4930, 1.7843, 0.2903, -0.2785, -1.0344, 0.3760, 0.3983, 0.4853, -0.0958, 0.4650, -0.8239, -1.0131, 1.3783, -0.5877, 0.3082, 0.3034, 0.4339, -0.3730, 0.1434, 0.4189, -0.7015, 0.3320, 0.3635, 0.3913, -0.6642, -0.3249, -0.8673, -0.9948, 0.4424, 0.3175, -0.0701, 0.2030, 0.3651, 0.7626, -0.4507, -0.9844, -0.5578, -0.5666, 0.4102, -0.5904, -0.1317, -0.4355, 0.5623, -0.2080, -0.6181, -0.5779, -1.5242, -0.8755, -0.6267, -0.1689, -0.6692, 0.3413, 0.1083, 1.5000, 0.2131, 0.2848, -0.9013, 0.4491, 0.2440, 0.2169, -1.4333, -0.4369, 0.1727, -0.2645, -0.4160, -0.8131, -1.1543, 0.3834, -1.3425, 0.6181, -0.3729, 0.3724, 0.3049, 0.3758, 0.4049, 0.3860, 0.3617, -0.4235, -0.8283, -0.3890, -0.4542, 0.4873, -0.3324, -1.7365, 0.3965, 0.4860, 0.3947, -0.5678, -0.3482, 0.4041, 0.3966, 0.1226, 0.4145, -0.2897, 0.3037, 0.4157, 0.4452, -0.4075, -0.1042, 0.5302, -0.3929, 0.4095, 0.4885, 0.1003, 0.5565, -0.2564, 0.2118, 0.1599, -0.4878, 0.3508, 0.7280, 0.5916, 0.3435, 0.2035, 0.2865, 0.2852, 0.3861, -0.0261, -0.7314, 0.3377, -0.4375, 0.5255, -1.1794, -0.2693, -0.5434, 0.5171, 0.5162, 0.3185, -0.1821, 0.3915, -0.3756, 0.4708, -0.7774, 0.5262, 0.6527, 0.3702, 0.3879, 0.1084, 0.2653, -0.3751, -0.0086, 0.3403, 0.4202, -0.7629, -0.1921, 0.0574, 0.2506, 0.4833, -1.1879, 0.3412, 0.0419, 0.6407, -0.4864, 0.4615, 0.4541, 0.3366, -0.4213, -0.2963, 0.3779, -0.3954, 0.3915, -0.3604, -0.6244, 0.5020, 0.3635, -0.2585, -1.2554, -0.0659, 0.4886, 0.3730, 0.0574, 0.2947, 0.2074, -0.6589, 0.1886, 0.4261, 0.3944, -0.7784, 0.3111, -0.7433, 0.3874, 0.2250, 0.2996, 0.4505, 1.2576, 0.3927, 0.4086, 0.0261, -1.1858, -1.0085, 0.3363, 0.6852, 0.4333, -0.4187, -0.4776, -1.3128, -0.5412, 0.1096, 0.1551, 0.2195, -0.7071, 0.2475, -0.3643, 0.3708, 0.3239, 0.4579, -0.5351, -1.3705, -0.4454, -0.5160, -0.6127, 0.3552, -0.1402, 0.3067, 0.3722], "charge": 5, "homo_lumo_gap_ev": 10.509, "energy_ev": -198257.1947, "homo_ev": -17.5}